{"formula": "C32H31Br2N2O2PPtS", "method": "ωB97M-V/def2-TZVPD", "elements": ["Pt", "Br", "Br", "S", "P", "O", "O", "N", "N", "C", "C", "C", "C", "C", "C", "C", "C", "C", "C", "C", "C", "C", "C", "C", "C", "C", "C", "C", "C", "C", "C", "C", "C", "C", "C", "C", "C", "C", "C", "C", "C", "H", "H", "H", "H", "H", "H", "H", "H", "H", "H", "H", "H", "H", "H", "H", "H", "H", "H", "H", "H", "H", "H", "H", "H", "H", "H", "H", "H", "H", "H", "H"], "coordinates": [[-0.41, -0.34, 0.66], [-3.94, -6.02, -0.49], [-2.08, -2.65, 6.51], [-2.61, 0.62, -1.62], [1.93, 0.46, -0.63], [-2.29, 0.64, -0.11], [0.74, -0.42, -1.07], [-1.25, -2.34, 0.15], [-1.29, -0.83, 2.34], [2.17, 3.05, -1.65], [-2.11, -4.02, -1.28], [3.50, 0.17, -1.38], [-1.75, -2.10, 2.45], [-2.85, -4.54, -0.22], [5.95, -0.30, -2.57], [4.84, -0.99, -3.01], [-4.15, -1.03, -3.20], [3.60, -0.75, -2.42], [1.82, 4.39, -1.71], [-1.79, -1.90, 4.83], [-3.99, -0.53, -1.77], [1.73, -1.23, 1.53], [0.86, 4.90, -0.84], [1.83, -1.58, 2.89], [2.52, 1.01, 2.09], [2.06, 0.08, 1.13], [1.55, 2.21, -0.73], [2.27, -0.67, 3.81], [-1.33, -2.90, -1.05], [-1.94, -2.85, 1.18], [4.63, 0.86, -0.93], [-1.36, -0.59, 4.71], [0.24, 4.07, 0.08], [0.58, 2.73, 0.13], [-2.00, -2.66, 3.69], [-3.48, 2.15, -1.93], [-2.77, -3.94, 1.03], [-1.10, -0.10, 3.45], [-2.54, 3.30, -2.23], [5.85, 0.62, -1.52], [2.63, 0.63, 3.40], [-4.88, -0.03, -1.40], [0.60, 5.95, -0.88], [-2.34, -3.69, 3.76], [2.38, -0.95, 4.85], [4.56, 1.57, -0.11], [6.73, 1.15, -1.18], [2.93, 2.66, -2.33], [3.01, 1.33, 4.13], [2.77, 2.02, 1.79], [2.30, 5.04, -2.43], [1.58, -2.59, 3.19], [-1.98, 3.12, -3.15], [-3.36, -4.32, 1.85], [-0.75, 0.91, 3.30], [1.57, -2.01, 0.79], [-3.74, -1.33, -1.07], [-3.25, -1.53, -3.55], [0.12, 2.04, 0.84], [-4.98, -1.73, -3.25], [4.92, -1.70, -3.82], [-2.14, -4.47, -2.26], [-0.50, 4.47, 0.76], [-4.15, 1.94, -2.77], [-4.37, -0.22, -3.89], [2.73, -1.29, -2.76], [6.91, -0.47, -3.04], [-1.21, 0.04, 5.58], [-3.11, 4.22, -2.34], [-0.73, -2.44, -1.83], [-1.83, 3.44, -1.42], [-4.09, 2.31, -1.04]], "total_charge": 2, "total_energy_ev": -204205.1701, "e_homo_ev": [-13.6, -13.6], "relative_energy_kcal_mol": 11.4, "homo_lumo_gap_ev": [7.32, 7.32], "max_force_ha_per_bohr": 0.033}

{"formula": "C32H31IrO12P3", "method": "ωB97M-V/def2-TZVPD", "elements": ["Ir", "P", "P", "P", "O", "O", "O", "O", "O", "O", "O", "O", "O", "O", "O", "O", "C", "C", "C", "C", "C", "C", "C", "C", "C", "C", "C", "C", "C", "C", "C", "C", "C", "C", "C", "C", "C", "C", "C", "C", "C", "C", "C", "C", "C", "C", "C", "C", "H", "H", "H", "H", "H", "H", "H", "H", "H", "H", "H", "H", "H", "H", "H", "H", "H", "H", "H", "H", "H", "H", "H", "H", "H", "H", "H", "H", "H", "H", "H"], "coordinates": [[-0.65, 0.85, 0.22], [-2.78, 2.91, -1.70], [-1.70, 3.84, 0.75], [1.73, -1.44, 0.17], [-2.61, -0.57, 0.00], [-0.38, 3.11, 0.85], [-2.92, 2.99, 1.29], [-3.34, 5.35, -0.69], [0.15, -1.59, 0.07], [-1.65, 5.09, 1.73], [-2.78, 3.09, -3.28], [0.53, -2.70, -1.93], [-4.14, 2.67, -1.14], [-0.38, -0.56, -1.99], [-1.68, 1.94, -1.34], [-1.63, 0.34, -3.63], [-2.54, -1.38, -2.19], [-2.23, 4.49, -0.90], [2.33, -0.20, -0.99], [2.04, -0.88, 1.83], [3.69, -0.81, 3.60], [-1.11, 5.20, -1.63], [-3.85, -2.53, 0.17], [1.09, -0.19, 2.63], [2.77, -0.22, 4.44], [-3.44, -0.61, -1.18], [3.90, -3.02, -0.52], [3.22, 0.53, -3.10], [-2.41, -1.99, 0.11], [-0.74, 0.95, 4.44], [2.79, -0.49, -2.27], [-4.59, -1.54, -0.77], [4.59, -4.21, -0.63], [2.60, -3.01, -0.03], [-1.09, 0.74, 3.11], [1.47, 0.08, 4.00], [2.28, 1.13, -0.55], [-0.17, 0.27, 2.17], [-1.80, -2.35, -1.25], [3.99, -5.40, -0.22], [0.53, 0.66, 4.87], [2.01, -4.19, 0.41], [-0.31, -1.97, -1.37], [3.17, 1.85, -2.65], [3.32, -1.15, 2.31], [-1.49, -0.44, -2.72], [2.69, 2.15, -1.39], [2.71, -5.38, 0.31], [2.25, -6.30, 0.65], [3.57, 0.31, -4.09], [-3.73, 0.39, -1.48], [-4.23, -2.46, 1.19], [-3.59, 2.77, 0.59], [-4.14, 4.81, -0.74], [3.06, 0.06, 5.44], [-5.35, -0.98, -0.23], [-3.11, -1.83, -3.00], [-1.44, 5.46, -2.63], [1.01, -4.17, 0.82], [-2.22, 2.40, -3.68], [2.62, 3.18, -1.05], [4.69, -1.01, 3.96], [-5.05, -2.02, -1.63], [-3.91, -3.56, -0.16], [0.81, 0.83, 5.90], [4.02, -1.63, 1.64], [4.53, -6.33, -0.31], [-1.46, 1.36, 5.14], [-0.25, 4.54, -1.69], [-1.90, -3.40, -1.51], [2.74, -1.51, -2.63], [3.51, 2.65, -3.30], [4.37, -2.09, -0.83], [-0.79, 5.13, 2.18], [1.95, 1.36, 0.46], [5.59, -4.22, -1.03], [-0.84, 6.11, -1.10], [-2.10, 0.96, 2.77], [-1.80, -2.22, 0.98]], "total_energy_ev": -88967.3239, "e_homo_ev": [-7.7, -7.5], "multiplicity": 2, "relative_energy_kcal_mol": 79.2, "homo_lumo_gap_ev": [7.60, 7.42], "max_force_ha_per_bohr": 0.050}

{"formula": "C32H31N6O5SSiTi", "method": "ωB97M-V/def2-TZVPD", "elements": ["Ti", "S", "Si", "O", "O", "O", "O", "O", "N", "N", "N", "N", "N", "N", "C", "C", "C", "C", "C", "C", "C", "C", "C", "C", "C", "C", "C", "C", "C", "C", "C", "C", "C", "C", "C", "C", "C", "C", "C", "C", "C", "C", "C", "C", "C", "C", "H", "H", "H", "H", "H", "H", "H", "H", "H", "H", "H", "H", "H", "H", "H", "H", "H", "H", "H", "H", "H", "H", "H", "H", "H", "H", "H", "H", "H", "H", "H"], "coordinates": [[0.39, 0.19, -0.05], [0.74, 2.38, 1.43], [0.97, 0.38, -2.53], [2.49, -3.10, 0.61], [-0.36, 1.97, 2.29], [1.95, 1.58, 1.49], [1.71, -1.09, -0.02], [-0.67, -1.86, -0.45], [-1.45, 0.81, -0.42], [-1.88, 3.15, -0.47], [0.03, -0.75, 2.03], [3.01, -1.43, 5.71], [1.76, 8.10, 2.38], [0.28, 2.22, -0.10], [0.94, -1.14, 4.21], [0.24, -2.97, -0.19], [0.42, -2.61, -5.46], [0.43, -3.81, -1.44], [-1.15, -1.31, -3.61], [1.62, -2.37, 0.19], [2.09, -1.31, 5.03], [2.60, 5.89, 1.95], [-0.92, -2.94, -5.36], [-3.61, 1.59, -0.97], [-0.66, 4.34, -4.57], [-1.19, -0.80, 2.56], [-1.72, -2.27, -4.43], [-0.34, -1.18, 4.75], [1.08, 4.06, 1.77], [-1.03, 2.11, -3.75], [1.07, -0.92, 2.84], [0.30, 1.97, -3.38], [0.23, 6.24, 2.29], [1.14, 3.07, -3.61], [0.97, -1.65, -4.63], [-1.08, 2.12, -0.33], [-3.15, 2.88, -0.80], [0.20, -0.97, -3.68], [0.01, 4.90, 2.06], [-1.42, -1.01, 3.91], [2.38, 4.55, 1.72], [0.67, 4.23, -4.19], [-0.31, -3.84, 0.94], [-1.52, 3.27, -4.34], [-2.71, 0.56, -0.75], [1.53, 6.76, 2.22], [1.02, 8.69, 2.73], [3.19, 3.87, 1.51], [-3.79, 3.74, -0.92], [2.40, 0.36, -2.98], [-0.91, -1.92, -1.38], [1.19, -4.56, -1.25], [-3.01, -0.49, -0.80], [-1.72, 1.28, -3.59], [-0.57, -3.24, 1.81], [-2.43, -1.05, 4.29], [-0.99, 4.48, 2.11], [3.61, 6.28, 1.93], [1.04, -3.11, -6.19], [1.35, 5.06, -4.38], [-0.60, 6.89, 2.52], [-2.56, 3.33, -4.64], [2.19, 3.01, -3.33], [0.46, -4.55, 1.22], [2.03, -1.41, -4.71], [-1.19, -4.38, 0.60], [-4.62, 1.38, -1.27], [0.75, -3.20, -2.29], [-0.47, -1.34, 5.81], [2.69, 8.43, 2.51], [-1.35, -3.69, -6.01], [-0.50, -4.32, -1.70], [-2.01, -0.67, 1.87], [2.06, -0.89, 2.39], [-2.77, -2.51, -4.35], [-1.03, 5.25, -5.03], [-1.80, -0.76, -2.93]], "total_energy_ev": -94695.0672, "e_homo_ev": [-7.2, -7.2], "multiplicity": 2, "relative_energy_kcal_mol": 38.9, "homo_lumo_gap_ev": [6.69, 6.65], "max_force_ha_per_bohr": 0.059}